{"formula": "C4H8O2", "method": "ωB97M-V/def2-TZVPD", "lumo_energy_ev": [-0.509, -0.510], "gap_ev": [7.56, 7.56], "relative_energy_ev": 4.5169, "energy_ha": -307.546439, "largest_force_ev_per_a": 0.61, "elements": ["C", "O", "C", "C", "O", "C", "H", "H", "H", "H", "H", "H", "H", "H"], "positions_angstrom": [[-0.41526, -1.68595, -0.72386], [0.97488, -1.35202, -0.60814], [1.28553, -0.17460, -0.15565], [0.50980, 0.79981, 0.74034], [1.32783, 1.54131, 1.38477], [-0.76330, 1.45301, 0.17338], [-0.90513, -0.98634, -1.40201], [-0.46073, -2.70171, -1.11369], [-0.87569, -1.63090, 0.26974], [0.16321, -0.15216, 1.33654], [2.36850, -0.04493, -0.07594], [-1.24018, 1.96704, 1.01187], [-1.48693, 0.76044, -0.26999], [-0.48253, 2.20701, -0.56736]], "lowdin_charge": [-0.027, -0.044, 0.046, -0.653, -0.133, -0.036, 0.099, 0.101, 0.101, 0.176, 0.149, 0.083, 0.054, 0.084]}

{"formula": "C4H8O2", "method": "ωB97M-V/def2-TZVPD", "lumo_energy_ev": 0.524, "gap_ev": 8.31, "relative_energy_ev": 6.2770, "energy_ha": -307.481755, "largest_force_ev_per_a": 0.31, "elements": ["C", "O", "C", "C", "C", "O", "H", "H", "H", "H", "H", "H", "H", "H"], "positions_angstrom": [[-2.39677, -0.06309, 0.33775], [-1.23838, -0.59208, 0.04121], [-0.09308, 0.02788, 0.20647], [1.09371, -0.70487, -0.25510], [2.43131, -0.12299, -0.14214], [2.02694, -1.15538, 0.73900], [-3.24234, -0.68141, 0.06773], [-2.45029, 0.64058, 1.16373], [-1.78147, 1.41182, -0.76257], [-0.01478, 0.74016, 1.02603], [-0.98350, 1.45610, -0.81658], [0.90195, -1.42820, -1.04771], [2.55018, 0.86137, 0.31338], [3.19652, -0.38989, -0.87121]], "lowdin_charge": [-0.087, -0.135, -0.170, -0.267, -0.125, -0.037, 0.075, 0.078, 0.072, 0.132, 0.083, 0.151, 0.116, 0.112]}

{"formula": "C4H8O2", "method": "ωB97M-V/def2-TZVPD", "lumo_energy_ev": 0.915, "gap_ev": 10.57, "relative_energy_ev": 1.6044, "energy_ha": -307.653472, "largest_force_ev_per_a": 0.48, "smiles": "CO[C@@H](C)C=O", "elements": ["C", "O", "C", "C", "C", "O", "H", "H", "H", "H", "H", "H", "H", "H"], "positions_angstrom": [[1.95002, 0.01992, -0.37773], [0.78068, -0.73992, -0.20157], [-0.41936, -0.01873, -0.28729], [-1.55920, -0.96667, 0.07643], [-0.47684, 1.13708, 0.68977], [-1.34365, 1.97595, 0.67179], [2.76866, -0.68789, -0.51477], [1.88526, 0.67803, -1.25631], [2.17204, 0.64268, 0.49969], [-0.57356, 0.39473, -1.29899], [-1.62009, -1.80105, -0.62687], [-1.37527, -1.37291, 1.07650], [-2.49611, -0.40640, 0.07540], [0.30742, 1.14519, 1.47393]], "lowdin_charge": [-0.105, -0.159, -0.394, -0.022, -0.219, 0.069, 0.093, 0.098, 0.080, 0.160, 0.087, 0.092, 0.087, 0.132]}

{"formula": "C4H8O2", "method": "ωB97M-V/def2-TZVPD", "lumo_energy_ev": 0.874, "gap_ev": 9.45, "relative_energy_ev": 4.3025, "energy_ha": -307.554318, "largest_force_ev_per_a": 1.08, "smiles": "C1=COCOC1.[H][H]", "elements": ["C", "C", "O", "C", "O", "C", "H", "H", "H", "H", "H", "H", "H", "H"], "positions_angstrom": [[0.57382, 0.46436, -0.28219], [0.70772, -0.66182, 0.47790], [-0.40847, -1.30458, 0.86638], [-1.50272, -0.81890, 0.10550], [-1.73765, 0.51222, 0.40818], [-0.62378, 1.31264, 0.00619], [1.10957, 0.68262, -1.19044], [1.57912, -1.08245, 0.96788], [-2.36965, -1.40394, 0.39065], [-1.25582, -0.94417, -0.96542], [-0.38216, 1.96966, 0.85828], [-0.87944, 1.96027, -0.83986], [2.55062, 0.11144, -0.38421], [2.60044, -0.63006, -0.50952]], "lowdin_charge": [-0.150, -0.199, -0.010, -0.232, -0.079, -0.185, 0.075, 0.100, 0.141, 0.148, 0.129, 0.118, 0.066, 0.080]}

{"formula": "C4H8O2", "method": "ωB97M-V/def2-TZVPD", "lumo_energy_ev": 0.736, "gap_ev": 9.72, "relative_energy_ev": 3.1636, "energy_ha": -307.596171, "largest_force_ev_per_a": 0.79, "smiles": "O=CC/C=C/O.[H][H]", "elements": ["O", "C", "C", "C", "C", "O", "H", "H", "H", "H", "H", "H", "H", "H"], "positions_angstrom": [[-2.10974, -0.71303, -0.10324], [-1.53098, 0.00550, 0.67889], [-0.73221, 1.22906, 0.29842], [0.62348, 0.58261, 0.41344], [1.27925, 0.02950, -0.60981], [2.29825, -0.85453, -0.49873], [-1.41905, -0.29262, 1.74292], [-0.98806, 1.55180, -0.71602], [-0.86886, 2.05711, 1.00375], [0.95034, 0.34771, 1.42542], [1.06493, 0.25782, -1.65034], [2.29242, -1.21292, 0.40029], [-0.00747, -1.55695, -1.34922], [-0.72562, -1.51634, -1.16236]], "lowdin_charge": [-0.013, -0.302, -0.152, -0.139, -0.269, 0.007, 0.129, 0.124, 0.113, 0.115, 0.127, 0.111, 0.072, 0.078]}

{"formula": "C4H8O2", "method": "ωB97M-V/def2-TZVPD", "lumo_energy_ev": 1.062, "gap_ev": 11.21, "relative_energy_ev": 1.6984, "energy_ha": -307.650018, "largest_force_ev_per_a": 1.21, "smiles": "C[C@H]1COCO1", "elements": ["C", "C", "C", "O", "C", "O", "H", "H", "H", "H", "H", "H", "H", "H"], "positions_angstrom": [[-1.61616, 0.21360, 0.21314], [-0.27489, -0.32895, 0.68683], [0.53738, -1.13322, -0.35830], [1.75018, -0.41625, -0.48134], [1.35031, 0.90665, -0.26619], [0.55135, 0.86042, 0.88098], [-2.44253, 0.08059, 0.91500], [-1.30394, 1.26133, 0.20953], [-1.92494, -0.10115, -0.78940], [-0.32765, -0.82665, 1.65774], [0.77026, -2.15648, -0.05609], [0.01194, -1.15155, -1.32712], [2.22056, 1.54458, -0.10236], [0.77082, 1.25925, -1.14413]], "lowdin_charge": [-0.032, -0.311, -0.143, -0.081, -0.249, -0.099, 0.077, 0.087, 0.077, 0.144, 0.128, 0.122, 0.141, 0.138]}

Please write out number 6 again, unchanged.
{"formula": "C4H8O2", "method": "ωB97M-V/def2-TZVPD", "lumo_energy_ev": 1.062, "gap_ev": 11.21, "relative_energy_ev": 1.6984, "energy_ha": -307.650018, "largest_force_ev_per_a": 1.21, "smiles": "C[C@H]1COCO1", "elements": ["C", "C", "C", "O", "C", "O", "H", "H", "H", "H", "H", "H", "H", "H"], "positions_angstrom": [[-1.61616, 0.21360, 0.21314], [-0.27489, -0.32895, 0.68683], [0.53738, -1.13322, -0.35830], [1.75018, -0.41625, -0.48134], [1.35031, 0.90665, -0.26619], [0.55135, 0.86042, 0.88098], [-2.44253, 0.08059, 0.91500], [-1.30394, 1.26133, 0.20953], [-1.92494, -0.10115, -0.78940], [-0.32765, -0.82665, 1.65774], [0.77026, -2.15648, -0.05609], [0.01194, -1.15155, -1.32712], [2.22056, 1.54458, -0.10236], [0.77082, 1.25925, -1.14413]], "lowdin_charge": [-0.032, -0.311, -0.143, -0.081, -0.249, -0.099, 0.077, 0.087, 0.077, 0.144, 0.128, 0.122, 0.141, 0.138]}